Below is an isolated ion of composition CH6N3 and charge +1 in a non-equilibrium geometry, with properties calculated with wB97M-V/def2-TZVPD.

## Properties
HOMO ... -15.737 eV
Max |F| ... 5.23 eV/Å
Net charge ... +1
ΔE to the lowest compared entry with this formula, charge and spin ... 41.1 kcal/mol

CARTESIAN COORDINATES (ANGSTROEM)
N 0.246 -1.109 0.854
C 0.021 -0.066 -0.030
N 1.002 0.900 -0.396
N -1.268 0.323 -0.317
H 1.129 -1.581 0.915
H -0.533 -1.909 0.805
H 2.206 0.876 -0.166
H 0.833 1.180 -1.431
H -2.235 -0.015 -0.018
H -1.390 1.051 -0.913